(1)
{
  "formula": "C4H5NO2",
  "method": "ωB97M-V with the def2-TZVPD basis set",
  "homo_lumo_gap_ev": 9.40,
  "e_homo_ev": -8.971,
  "lumo_ha": 0.0158,
  "total_charge": 0,
  "total_energy_ev": -9811.454,
  "relative_energy_ev": 2.8609,
  "symbols": ["C", "C", "O", "N", "C", "C", "O", "H", "H", "H", "H", "H"],
  "positions_angstrom": [[-1.23, -1.13, -0.01], [0.08, -0.48, -0.17], [1.25, -1.11, -0.04], [2.31, -0.26, -0.06], [1.70, 0.91, -0.04], [0.33, 0.87, -0.10], [-0.61, 1.88, -0.06], [-2.16, -0.43, -0.15], [-1.41, -2.02, -0.71], [-1.16, -1.47, 1.07], [2.46, 1.72, 0.21], [-1.56, 1.53, 0.05]]
}

=====

(2)
{
  "formula": "C26H52NO27PS",
  "method": "ωB97M-V with the def2-TZVPD basis set",
  "homo_lumo_gap_ev": 9.97,
  "e_homo_ev": -9.677,
  "lumo_ha": 0.0108,
  "total_charge": 0,
  "total_energy_ev": -104705.848,
  "symbols": ["C", "C", "O", "O", "C", "C", "N", "C", "O", "O", "P", "O", "O", "S", "H", "H", "H", "H", "H", "H", "H", "H", "H", "H", "C", "O", "C", "O", "O", "C", "H", "H", "H", "H", "H", "H", "C", "O", "C", "O", "O", "C", "H", "H", "H", "H", "H", "H", "C", "O", "C", "O", "O", "C", "H", "H", "H", "H", "H", "H", "C", "O", "C", "O", "O", "C", "H", "H", "H", "H", "H", "H", "C", "O", "C", "O", "O", "C", "H", "H", "H", "H", "H", "H", "C", "O", "C", "O", "O", "C", "H", "H", "H", "H", "H", "H", "C", "O", "C", "O", "O", "C", "H", "H", "H", "H", "H", "H"],
  "positions_angstrom": [[4.09, -5.07, 2.09], [4.23, -5.01, 0.60], [4.32, -5.98, -0.10], [4.22, -3.74, 0.07], [3.18, -3.51, -0.89], [1.81, -3.83, -0.34], [1.55, -2.95, 0.80], [0.46, -3.16, 1.60], [0.41, -3.10, 2.78], [-0.69, -3.34, 0.81], [-1.41, -4.75, 0.68], [-1.36, -5.09, -0.88], [-2.90, -4.29, 0.91], [-0.78, -6.21, 1.76], [4.14, -4.09, 2.56], [3.13, -5.53, 2.32], [4.87, -5.70, 2.50], [3.22, -2.45, -1.13], [3.36, -4.08, -1.81], [1.72, -4.89, -0.07], [1.09, -3.60, -1.13], [2.36, -2.78, 1.39], [-0.63, -5.71, -1.02], [-3.48, -5.06, 1.04], [-3.42, -2.89, -1.74], [-3.57, -3.01, -3.16], [-3.69, -1.83, -3.77], [-3.70, -0.76, -3.21], [-3.77, -2.03, -5.08], [-3.87, -0.83, -5.86], [-3.33, -3.90, -1.36], [-2.52, -2.32, -1.51], [-4.29, -2.41, -1.30], [-2.99, -0.21, -5.72], [-4.76, -0.27, -5.58], [-3.94, -1.15, -6.89], [-6.51, -3.18, 1.91], [-7.64, -3.79, 2.52], [-7.64, -5.12, 2.43], [-6.78, -5.79, 1.90], [-8.73, -5.59, 3.02], [-8.85, -7.02, 3.00], [-6.61, -2.11, 2.05], [-5.59, -3.52, 2.38], [-6.48, -3.41, 0.84], [-8.01, -7.48, 3.51], [-8.89, -7.38, 1.97], [-9.78, -7.24, 3.51], [-0.33, -2.82, -4.71], [0.86, -2.16, -4.25], [1.31, -1.20, -5.06], [0.80, -0.87, -6.10], [2.41, -0.68, -4.52], [3.00, 0.37, -5.28], [-0.58, -3.54, -3.94], [-1.14, -2.11, -4.82], [-0.15, -3.33, -5.65], [2.31, 1.20, -5.39], [3.30, 0.01, -6.27], [3.87, 0.69, -4.72], [4.91, 2.89, -0.86], [3.95, 1.84, -1.03], [3.05, 1.77, -0.04], [3.00, 2.49, 0.92], [2.22, 0.77, -0.31], [1.20, 0.57, 0.67], [5.57, 2.83, -1.73], [4.43, 3.86, -0.84], [5.49, 2.74, 0.05], [0.56, 1.45, 0.75], [1.63, 0.33, 1.64], [0.61, -0.28, 0.32], [6.08, 7.16, 1.27], [6.47, 6.57, 0.03], [7.77, 6.63, -0.23], [8.61, 7.13, 0.48], [8.00, 6.03, -1.40], [9.37, 6.03, -1.80], [5.00, 7.03, 1.34], [6.56, 6.67, 2.11], [6.32, 8.22, 1.28], [9.98, 5.49, -1.08], [9.74, 7.05, -1.91], [9.40, 5.52, -2.76], [-10.80, 0.39, 0.96], [-10.23, 0.07, -0.31], [-8.91, -0.07, -0.30], [-8.20, 0.05, 0.66], [-8.51, -0.38, -1.53], [-7.09, -0.54, -1.66], [-11.87, 0.47, 0.79], [-10.59, -0.40, 1.68], [-10.41, 1.33, 1.33], [-6.74, -1.33, -1.01], [-6.57, 0.39, -1.42], [-6.91, -0.80, -2.70], [2.88, 9.44, 5.51], [3.98, 9.11, 6.36], [4.97, 8.47, 5.75], [5.01, 8.17, 4.58], [5.92, 8.22, 6.65], [7.06, 7.53, 6.12], [2.16, 9.95, 6.15], [3.20, 10.10, 4.71], [2.43, 8.54, 5.09], [7.54, 8.12, 5.34], [6.77, 6.56, 5.72], [7.74, 7.40, 6.95]]
}

=====

(3)
{
  "formula": "C16H49ClO25P5",
  "method": "ωB97M-V with the def2-TZVPD basis set",
  "homo_lumo_gap_ev": 9.43,
  "e_homo_ev": -7.333,
  "lumo_ha": 0.0770,
  "total_charge": -1,
  "total_energy_ev": -127546.954,
  "relative_energy_ev": 0.0000,
  "symbols": ["Cl", "O", "O", "O", "O", "C", "O", "P", "O", "O", "C", "O", "C", "H", "H", "H", "H", "H", "H", "H", "H", "H", "C", "O", "P", "O", "O", "C", "O", "C", "H", "H", "H", "H", "H", "H", "H", "H", "H", "C", "O", "P", "O", "O", "C", "O", "C", "H", "H", "H", "H", "H", "H", "H", "H", "H", "C", "O", "P", "O", "O", "C", "O", "C", "H", "H", "H", "H", "H", "H", "H", "H", "H", "C", "O", "P", "O", "O", "C", "O", "C", "H", "H", "H", "H", "H", "H", "H", "H", "H", "C", "O", "H", "H", "H", "H"],
  "positions_angstrom": [[-0.07, -1.15, -2.10], [1.12, -0.38, -1.82], [-1.02, -1.05, -1.00], [-0.57, -0.71, -3.37], [0.21, -2.58, -2.20], [3.20, 5.13, 3.33], [2.68, 4.29, 2.31], [1.24, 3.70, 2.47], [0.15, 4.58, 2.04], [1.28, 2.37, 1.62], [0.23, 1.44, 1.66], [1.16, 3.27, 3.99], [-0.11, 3.00, 4.61], [2.47, 5.89, 3.61], [4.07, 5.67, 2.95], [3.53, 4.59, 4.21], [-0.76, 1.91, 1.68], [0.21, 0.72, 2.49], [0.26, 0.79, 0.78], [0.16, 2.22, 5.33], [-0.85, 2.58, 3.93], [-0.49, 3.85, 5.17], [1.02, -7.00, 4.78], [0.28, -6.31, 3.75], [1.07, -5.22, 2.91], [2.35, -5.65, 2.34], [-0.04, -4.81, 1.90], [0.24, -4.07, 0.68], [1.20, -3.99, 3.91], [0.08, -3.46, 4.56], [2.01, -6.60, 4.95], [1.03, -8.04, 4.49], [0.46, -6.83, 5.70], [0.25, -4.75, -0.16], [1.20, -3.56, 0.76], [-0.56, -3.34, 0.59], [-0.19, -2.46, 4.21], [0.24, -3.36, 5.63], [-0.86, -4.03, 4.46], [3.88, -1.64, -3.59], [4.19, -1.24, -4.94], [4.73, -2.25, -6.02], [5.34, -1.62, -7.18], [5.68, -3.26, -5.26], [7.09, -3.11, -5.41], [3.49, -3.19, -6.30], [2.18, -2.66, -6.45], [4.36, -1.01, -2.85], [4.29, -2.63, -3.39], [2.80, -1.70, -3.50], [7.42, -2.07, -5.34], [7.38, -3.42, -6.41], [7.61, -3.66, -4.63], [2.18, -1.59, -6.67], [1.61, -2.77, -5.51], [1.59, -3.22, -7.16], [-3.51, 1.84, 0.07], [-4.37, 1.49, 1.17], [-3.92, 1.44, 2.68], [-5.01, 1.18, 3.60], [-2.72, 0.42, 2.73], [-2.80, -0.83, 2.03], [-3.11, 2.79, 2.93], [-3.75, 3.86, 3.63], [-3.91, 2.74, -0.39], [-3.47, 1.01, -0.63], [-2.52, 2.06, 0.48], [-3.32, -0.67, 1.09], [-3.35, -1.54, 2.64], [-1.86, -1.28, 1.70], [-3.05, 4.22, 4.37], [-4.68, 3.57, 4.12], [-4.02, 4.66, 2.93], [-1.49, 5.96, -1.01], [-0.58, 5.84, -2.08], [-0.71, 4.92, -3.36], [-0.33, 5.57, -4.60], [-2.19, 4.36, -3.24], [-2.61, 3.20, -3.97], [0.21, 3.67, -3.04], [-0.06, 2.84, -1.92], [-2.06, 5.04, -0.81], [-2.25, 6.72, -1.19], [-0.92, 6.12, -0.10], [-3.48, 3.50, -4.55], [-3.00, 2.48, -3.26], [-1.83, 2.79, -4.61], [-0.50, 1.88, -2.22], [-0.82, 3.23, -1.24], [0.90, 2.51, -1.54], [-4.02, -4.16, 0.30], [-3.55, -2.86, 0.01], [-5.08, -4.21, 0.08], [-3.49, -4.90, -0.31], [-3.83, -4.41, 1.35], [-2.66, -2.74, -0.32]]
}

=====

(4)
{
  "formula": "C6H9N",
  "method": "ωB97M-V with the def2-TZVPD basis set",
  "homo_lumo_gap_ev": 9.05,
  "e_homo_ev": -8.004,
  "lumo_ha": 0.0385,
  "total_charge": 0,
  "total_energy_ev": -7857.312,
  "relative_energy_ev": 0.8471,
  "symbols": ["C", "C", "C", "C", "C", "N", "C", "H", "H", "H", "H", "H", "H", "H", "H", "H"],
  "positions_angstrom": [[0.62, -0.33, 2.23], [0.51, -1.08, 0.89], [0.24, -0.07, -0.25], [0.52, -0.26, -1.63], [-0.40, 0.47, -2.35], [-1.15, 1.17, -1.45], [-0.76, 0.88, -0.17], [0.94, -0.93, 3.08], [1.25, 0.55, 2.12], [-0.35, 0.12, 2.49], [1.32, -1.73, 0.59], [-0.49, -1.53, 0.92], [1.21, -1.00, -2.01], [-0.47, 0.53, -3.42], [-1.90, 1.78, -1.74], [-1.10, 1.43, 0.69]]
}

=====

(5)
{
  "formula": "C20H35F9NO18PS4",
  "method": "ωB97M-V with the def2-TZVPD basis set",
  "homo_lumo_gap_ev": 9.64,
  "e_homo_ev": -9.175,
  "lumo_ha": 0.0170,
  "total_charge": 0,
  "total_energy_ev": -136735.648,
  "relative_energy_ev": 0.0000,
  "symbols": ["C", "C", "O", "P", "C", "C", "C", "C", "N", "C", "C", "O", "C", "F", "F", "C", "F", "F", "C", "F", "F", "C", "F", "F", "F", "H", "H", "H", "H", "H", "H", "H", "H", "H", "H", "H", "H", "H", "H", "H", "H", "H", "H", "H", "O", "S", "O", "O", "C", "C", "O", "H", "H", "H", "H", "O", "S", "O", "O", "C", "C", "O", "H", "H", "H", "H", "O", "S", "O", "O", "C", "C", "O", "H", "H", "H", "H", "O", "S", "O", "O", "C", "C", "O", "H", "H", "H", "H"],
  "positions_angstrom": [[0.03, 3.07, -3.86], [0.86, 1.97, -3.24], [1.41, 2.36, -2.00], [0.50, 1.87, -0.61], [1.28, 0.20, -0.53], [2.07, -0.09, 0.75], [3.06, -1.25, 0.56], [2.42, -2.53, 0.04], [1.50, -3.13, 1.02], [0.13, -2.99, 0.83], [-0.48, -3.25, -0.52], [-0.59, -2.73, 1.78], [-0.68, 1.55, 0.92], [-0.99, 0.24, 1.11], [-1.87, 2.17, 0.62], [-0.23, 2.19, 2.27], [1.12, 2.21, 2.39], [-0.63, 3.49, 2.27], [-0.78, 1.49, 3.53], [-0.20, 0.28, 3.66], [-2.12, 1.32, 3.42], [-0.53, 2.24, 4.87], [0.77, 2.20, 5.21], [-1.20, 1.59, 5.83], [-0.98, 3.50, 4.86], [0.64, 3.96, -3.97], [-0.30, 2.77, -4.85], [-0.86, 3.26, -3.29], [0.27, 1.05, -3.18], [1.69, 1.74, -3.90], [-0.68, 2.01, -1.36], [1.02, 3.03, -0.01], [1.99, 0.17, -1.36], [0.56, -0.58, -0.74], [1.41, -0.34, 1.57], [2.65, 0.79, 0.99], [3.46, -1.49, 1.55], [3.91, -0.97, -0.05], [1.96, -2.34, -0.92], [3.23, -3.24, -0.15], [1.68, -2.77, 1.95], [-1.25, -4.00, -0.47], [-0.96, -2.32, -0.82], [0.26, -3.50, -1.27], [3.26, 7.47, 3.54], [3.02, 7.10, 4.89], [3.89, 7.49, 5.94], [2.80, 5.51, 4.94], [1.52, 5.20, 5.52], [0.65, 6.39, 5.16], [1.52, 7.52, 5.30], [1.64, 5.11, 6.60], [1.13, 4.28, 5.12], [-0.20, 6.50, 5.82], [0.31, 6.34, 4.13], [-3.00, 2.72, -3.62], [-3.50, 3.88, -4.26], [-2.93, 4.40, -5.45], [-3.60, 5.05, -3.17], [-4.95, 5.53, -3.07], [-5.80, 4.33, -3.43], [-5.08, 3.69, -4.49], [-5.08, 6.34, -3.78], [-5.14, 5.89, -2.06], [-6.79, 4.60, -3.78], [-5.89, 3.63, -2.60], [-2.02, -5.53, -2.36], [-3.37, -5.41, -2.79], [-3.71, -5.36, -4.16], [-4.02, -4.16, -2.02], [-5.18, -4.58, -1.29], [-4.90, -6.02, -0.92], [-4.25, -6.55, -2.09], [-6.05, -4.49, -1.93], [-5.30, -3.94, -0.41], [-5.80, -6.59, -0.72], [-4.21, -6.10, -0.08], [5.02, -4.45, -0.57], [4.43, -5.51, -1.29], [3.25, -5.34, -2.06], [4.25, -6.75, -0.29], [4.95, -7.90, -0.79], [6.11, -7.32, -1.57], [5.55, -6.17, -2.22], [4.28, -8.47, -1.43], [5.27, -8.52, 0.05], [6.51, -8.01, -2.31], [6.92, -6.99, -0.91]]
}

=====

(6)
{
  "formula": "C47H45Cl10N7O14",
  "method": "ωB97M-V with the def2-TZVPD basis set",
  "homo_lumo_gap_ev": 8.44,
  "e_homo_ev": -9.790,
  "lumo_ha": -0.0498,
  "total_charge": 0,
  "total_energy_ev": -213767.770,
  "symbols": ["O", "N", "O", "C", "C", "C", "C", "C", "C", "H", "H", "H", "H", "H", "O", "N", "O", "C", "C", "C", "C", "C", "C", "H", "H", "H", "H", "H", "O", "N", "O", "C", "C", "C", "C", "C", "C", "H", "H", "H", "H", "H", "O", "N", "O", "C", "C", "C", "C", "C", "C", "H", "H", "H", "H", "H", "O", "N", "O", "C", "C", "C", "C", "C", "C", "H", "H", "H", "H", "H", "O", "N", "O", "C", "C", "C", "C", "C", "C", "H", "H", "H", "H", "H", "O", "N", "O", "C", "C", "C", "C", "C", "C", "H", "H", "H", "H", "H", "Cl", "C", "Cl", "H", "H", "Cl", "C", "Cl", "H", "H", "Cl", "C", "Cl", "H", "H", "Cl", "C", "Cl", "H", "H", "Cl", "C", "Cl", "H", "H"],
  "positions_angstrom": [[-3.62, 6.87, -4.26], [-2.88, 6.36, -3.43], [-1.88, 6.87, -3.00], [-2.96, 4.92, -3.17], [-4.23, 4.33, -3.27], [-4.44, 2.98, -2.93], [-3.32, 2.21, -2.67], [-2.02, 2.67, -2.62], [-1.83, 4.07, -2.85], [-5.11, 4.89, -3.55], [-5.39, 2.50, -3.08], [-3.54, 1.18, -2.43], [-1.19, 2.08, -2.24], [-0.88, 4.55, -2.65], [3.83, -0.39, -8.97], [3.94, -0.51, -7.79], [4.79, -1.24, -7.29], [3.08, 0.29, -6.90], [2.68, -0.23, -5.68], [1.76, 0.41, -4.84], [1.42, 1.72, -5.18], [1.81, 2.31, -6.41], [2.60, 1.58, -7.30], [3.03, -1.22, -5.41], [1.47, -0.06, -3.91], [0.86, 2.38, -4.54], [1.36, 3.22, -6.78], [2.87, 1.94, -8.28], [-4.45, -0.01, -0.57], [-4.36, -0.99, 0.16], [-3.88, -2.08, -0.27], [-4.75, -0.88, 1.56], [-4.71, 0.37, 2.21], [-5.08, 0.44, 3.50], [-5.19, -0.67, 4.30], [-5.14, -1.93, 3.73], [-5.01, -2.05, 2.35], [-4.43, 1.28, 1.70], [-5.26, 1.43, 3.91], [-5.25, -0.46, 5.36], [-5.13, -2.80, 4.36], [-4.92, -3.06, 1.96], [2.85, -4.18, 1.82], [2.93, -3.90, 0.64], [2.31, -4.50, -0.22], [3.70, -2.65, 0.19], [3.88, -2.38, -1.13], [4.61, -1.29, -1.60], [5.31, -0.60, -0.63], [5.14, -0.84, 0.71], [4.31, -1.86, 1.12], [3.42, -2.97, -1.91], [4.60, -0.93, -2.62], [5.96, 0.21, -0.94], [5.61, -0.20, 1.44], [4.10, -2.06, 2.16], [3.09, 1.51, -2.13], [2.80, 2.73, -2.30], [1.74, 3.19, -1.89], [3.76, 3.54, -3.10], [5.10, 3.20, -3.03], [6.01, 4.11, -3.49], [5.60, 5.30, -4.14], [4.25, 5.54, -4.38], [3.29, 4.64, -3.84], [5.50, 2.40, -2.43], [7.08, 4.02, -3.38], [6.32, 6.06, -4.43], [3.93, 6.41, -4.93], [2.22, 4.79, -3.91], [-2.02, -1.76, 3.42], [-1.75, -2.39, 2.37], [-1.98, -3.58, 2.17], [-0.99, -1.72, 1.26], [-0.22, -2.44, 0.36], [0.46, -1.70, -0.63], [0.35, -0.31, -0.72], [-0.38, 0.39, 0.27], [-1.04, -0.33, 1.24], [-0.19, -3.52, 0.37], [1.10, -2.16, -1.37], [0.77, 0.20, -1.58], [-0.50, 1.46, 0.26], [-1.59, 0.24, 1.98], [-1.96, -7.37, 6.01], [-1.68, -6.75, 7.05], [-1.02, -7.23, 7.98], [-2.03, -5.27, 7.15], [-1.86, -4.59, 8.39], [-2.09, -3.26, 8.54], [-2.43, -2.55, 7.39], [-2.74, -3.16, 6.16], [-2.40, -4.49, 6.05], [-1.65, -5.08, 9.33], [-1.92, -2.85, 9.52], [-2.69, -1.51, 7.52], [-3.05, -2.56, 5.31], [-2.61, -4.99, 5.12], [-1.90, 1.61, 4.31], [-0.56, 0.62, 5.06], [0.66, 0.20, 3.94], [-0.18, 1.16, 5.93], [-1.08, -0.27, 5.42], [0.50, -7.53, 1.43], [0.04, -6.43, 2.80], [1.12, -6.71, 4.25], [0.16, -5.40, 2.47], [-1.01, -6.55, 3.04], [-3.06, -2.56, -4.16], [-1.98, -1.59, -3.18], [-1.52, 0.00, -3.95], [-2.49, -1.46, -2.23], [-1.04, -2.14, -3.09], [-0.15, 4.18, 0.76], [-1.79, 4.39, 1.38], [-2.86, 3.15, 0.67], [-1.85, 4.33, 2.47], [-2.13, 5.39, 1.12], [2.48, 3.21, 2.38], [2.91, 1.87, 1.18], [4.56, 2.34, 0.60], [2.90, 0.95, 1.76], [2.31, 1.92, 0.27]]
}

=====

(7)
{
  "formula": "C6H31NO10",
  "method": "ωB97M-V with the def2-TZVPD basis set",
  "homo_lumo_gap_ev": [9.67, 4.21],
  "e_homo_ev": [-13.211, -13.207],
  "s_squared": 0.754,
  "lumo_ha": [-0.1300, -0.3305],
  "total_charge": 1,
  "total_energy_ev": -28676.889,
  "relative_energy_ev": 6.9647,
  "multiplicity": 2,
  "symbols": ["O", "C", "C", "C", "C", "C", "C", "N", "H", "H", "H", "H", "H", "H", "H", "H", "H", "H", "H", "H", "H", "H", "H", "O", "H", "H", "O", "H", "H", "O", "H", "H", "O", "H", "H", "O", "H", "H", "O", "H", "H", "O", "H", "H", "O", "H", "H", "O"],
  "positions_angstrom": [[0.11, -3.78, -0.56], [1.28, -3.58, -0.62], [1.72, -2.15, -0.05], [1.51, -1.03, -0.96], [0.22, -0.73, -1.62], [-0.93, -0.64, -0.60], [-1.07, 0.65, 0.21], [-2.41, 1.11, 0.17], [2.00, -4.35, -0.85], [1.08, -1.92, 0.82], [2.68, -2.10, 0.26], [2.30, -1.11, -1.73], [1.92, -0.16, -0.61], [0.16, 0.27, -2.21], [0.13, -1.52, -2.47], [-0.79, -1.39, 0.16], [-1.98, -0.86, -1.14], [-0.41, 1.54, 0.12], [-0.83, 0.53, 1.21], [-2.53, 2.01, -0.22], [-3.00, 0.46, -0.22], [-2.52, 0.07, -2.33], [-3.42, -0.81, -3.02], [-3.44, -0.04, -2.57], [-1.96, -3.21, -1.29], [-2.84, -2.56, -0.18], [-2.81, -2.88, -1.08], [3.66, 1.10, 1.83], [2.43, 0.58, 1.05], [2.74, 1.23, 1.68], [1.71, -0.98, 3.66], [1.34, -2.36, 3.93], [2.06, -1.78, 3.83], [-0.95, -0.95, 2.54], [-1.35, -0.57, 4.06], [-0.97, -1.18, 3.43], [1.72, 2.53, -3.43], [2.35, 1.38, -4.00], [1.45, 1.69, -3.82], [-1.91, 2.23, 2.96], [-3.23, 1.92, 2.19], [-2.86, 2.10, 3.04], [-0.62, 4.89, 0.25], [-1.47, 3.98, -0.51], [-0.58, 4.10, -0.28], [2.66, 2.85, -0.50], [3.97, 2.29, -0.21], [3.65, 3.09, -0.31]]
}